No. 1
Below is a 2-piece molecular cluster, C6H10O overall at a distorted geometry, with properties calculated with the ωB97M-V functional and the def2-TZVPD basis.

The geometry in XYZ format:
```
17
C6H10O the ωB97M-V functional and the def2-TZVPD basis
C 0.234 2.369 -1.141
C 1.139 1.405 -1.104
C 1.045 -1.384 0.216
C -0.664 -0.734 -1.508
C -0.571 0.246 0.959
C -0.053 -0.464 -0.229
O 0.292 1.758 -2.364
H -0.292 3.195 -0.923
H 1.542 -0.943 1.065
H 0.531 -2.242 0.478
H 1.690 -1.684 -0.626
H -1.705 -0.982 -1.465
H -0.130 -1.596 -1.931
H -0.468 0.081 -2.192
H 0.173 0.946 1.378
H -0.859 -0.544 1.778
H -1.539 0.688 0.903
```

Its molar mass is 98.14 u. Its spin multiplicity is 1. The calculation puts the HOMO-LUMO gap (spin up / spin down) at 7.78 / 7.08 eV. For the calculated total energy, the calculation gives -8424.480 eV. Its energy relative to the best compared isomer or geometry (same formula, charge and spin) is 652.2 kJ/mol. Its HOMO energy (spin up / spin down) is -7.79 / -7.29 eV. The calculation puts the LUMO energy (spin up / spin down) at -0.0003 / -0.0077 Eh.

natural (NBO) analysis output, partial charges in e:
1. C 0.03
2. C 0.01
3. C -0.67
4. C -0.73
5. C -0.69
6. C 0.30
7. O -0.54
8. H 0.20
9. H 0.22
10. H 0.22
11. H 0.23
12. H 0.23
13. H 0.22
14. H 0.29
15. H 0.24
16. H 0.21
17. H 0.22

No. 2
Below is C6H14O3Tb as an isolated structure at a distorted geometry, with properties calculated with the ωB97M-V functional and the def2-TZVPD basis.

The geometry in XYZ format:
```
24
C6H14O3Tb the ωB97M-V functional and the def2-TZVPD basis
C 2.229 -2.419 2.348
O 1.826 -1.185 1.807
C 2.424 -0.902 0.567
C 1.892 0.409 0.049
O 0.636 0.185 -0.547
C -0.244 1.275 -0.494
C -1.367 0.954 -1.452
O -2.601 1.029 -0.767
C -3.735 0.902 -1.608
Tb -3.223 0.349 1.676
H 1.785 -2.508 3.346
H 1.855 -3.244 1.718
H 3.326 -2.479 2.454
H 2.190 -1.714 -0.147
H 3.520 -0.819 0.678
H 2.555 0.835 -0.722
H 1.875 1.151 0.867
H -0.002 2.337 -0.667
H -0.203 1.520 0.584
H -1.285 -0.005 -1.987
H -1.354 1.697 -2.266
H -3.808 1.797 -2.243
H -3.674 -0.001 -2.235
H -4.618 0.835 -0.958
```

As for the net charge: +1. Its molar mass is 293.10 u. Its spin multiplicity is 7. The calculation puts the HOMO-LUMO gap (spin up / spin down) at 8.77 / 6.44 eV. For the calculated total energy, the calculation gives -35014.591 eV. Its energy relative to the best compared isomer or geometry (same formula, charge and spin) is 387.3 kJ/mol. Its HOMO energy (spin up / spin down) is -12.43 / -9.72 eV. The calculation puts the LUMO energy (spin up / spin down) at -0.1345 / -0.1203 Eh.

natural (NBO) analysis output, partial charges in e:
1. C -0.25
2. O -0.55
3. C -0.08
4. C -0.09
5. O -0.52
6. C -0.14
7. C -0.08
8. O -0.66
9. C -0.27
10. Tb 0.99
11. H 0.20
12. H 0.17
13. H 0.18
14. H 0.18
15. H 0.18
16. H 0.19
17. H 0.18
18. H 0.19
19. H 0.18
20. H 0.21
21. H 0.19
22. H 0.21
23. H 0.20
24. H 0.18

No. 3
Below is a 3-piece molecular cluster, C7H6BrFNO2 overall at a distorted geometry, with properties calculated with the ωB97M-V functional and the def2-TZVPD basis.

The geometry in XYZ format:
```
18
C7H6BrFNO2 the ωB97M-V functional and the def2-TZVPD basis
C -0.652 1.289 -0.337
C -0.077 0.648 0.899
C 0.021 2.323 -0.910
C 1.042 1.171 1.474
C 3.432 0.294 -1.066
C 1.162 3.046 -0.241
C 1.732 2.322 0.992
N 2.811 2.710 1.563
O 3.515 1.290 -1.640
O 3.291 -0.707 -0.598
F 3.332 3.942 1.105
Br -4.712 -3.712 -2.409
H -1.379 0.744 -0.861
H -0.493 -0.250 1.196
H -0.170 2.888 -1.892
H 1.511 0.662 2.388
H 1.836 3.090 -1.158
H 1.065 4.044 0.110
```

As for the net charge: -1. Its molar mass is 235.03 u. Its spin multiplicity is 3. The calculation puts the HOMO-LUMO gap (spin up / spin down) at 3.66 / 1.11 eV. For the calculated total energy, the calculation gives -85697.654 eV. Its HOMO energy (spin up / spin down) is -0.67 / -3.25 eV. The calculation puts the LUMO energy (spin up / spin down) at 0.1101 / -0.0788 Eh.

natural (NBO) analysis output, partial charges in e:
1. C -0.28
2. C -0.34
3. C -0.29
4. C -0.36
5. C 1.03
6. C -0.49
7. C 0.13
8. N -0.18
9. O -0.53
10. O -0.50
11. F -0.33
12. Br 0.00
13. H 0.18
14. H 0.18
15. H 0.17
16. H 0.19
17. H 0.21
18. H 0.20

No. 4
Below is one molecule with the formula C6H10O, with properties calculated with the ωB97M-V functional and the def2-TZVPD basis.

The geometry in XYZ format:
```
17
C6H10O the ωB97M-V functional and the def2-TZVPD basis
C -2.082 -0.201 0.111
C -1.170 0.817 -0.564
C 0.078 1.226 0.299
C 0.979 0.623 -0.690
C 1.234 -0.829 -0.377
C 2.485 -0.874 0.479
O 2.885 0.055 1.139
H -2.498 0.193 1.044
H -1.546 -1.125 0.356
H -2.911 -0.471 -0.551
H -1.710 1.725 -0.842
H 0.166 2.312 0.384
H 0.020 0.770 1.298
H -0.819 0.415 -1.535
H 1.405 -1.442 -1.270
H 0.469 -1.345 0.237
H 3.013 -1.850 0.483
```

Its molar mass is 98.14 u. Its spin multiplicity is 1. The calculation puts the HOMO-LUMO gap at 8.94 eV. For the calculated total energy, the calculation gives -8427.527 eV. Its energy relative to the best compared isomer or geometry (same formula, charge and spin) is 358.3 kJ/mol. Its HOMO energy is -8.34 eV. The calculation puts the LUMO energy at 0.0219 Eh.

natural (NBO) analysis output, partial charges in e:
1. C -0.61
2. C -0.38
3. C -0.54
4. C 0.17
5. C -0.67
6. C 0.46
7. O -0.51
8. H 0.21
9. H 0.20
10. H 0.22
11. H 0.23
12. H 0.22
13. H 0.19
14. H 0.24
15. H 0.23
16. H 0.22
17. H 0.12